(1)
A cluster of 2 separate species, C2H6O2S2 in total at a distorted geometry. Source: OMol25; level of theory: ωB97M-V/def2-TZVPD.

The total charge is 0. Its energy above the lowest of the compared OMol25 structures with the same formula, charge and spin is 120.4 kJ/mol.

Element x y z (Å)
C -1.166 2.238 -0.479
S -0.768 0.839 0.434
S 1.366 0.919 0.697
H -2.172 2.238 -0.882
H -1.159 3.138 0.076
H -0.415 2.084 -1.404
H 1.553 1.973 1.358
O 0.346 -4.230 -0.364
C 0.354 -3.044 0.005
O 1.225 -2.129 -0.388
H -0.414 -2.558 0.642
H 1.251 -1.468 0.308

=====

(2)
A structure of composition C22H18ClCsN4S3 at a distorted geometry. Source: OMol25; level of theory: ωB97M-V/def2-TZVPD.

The total charge is 0. Its energy above the lowest of the compared OMol25 structures with the same formula, charge and spin is 52.8 kJ/mol.

Element x y z (Å)
Cs -2.800 -1.702 1.906
S 5.306 -2.338 0.451
C 5.626 -3.987 0.752
C 4.499 -4.657 1.110
C 3.354 -3.809 1.137
C 3.636 -2.514 0.797
C 2.698 -1.373 0.718
C 1.323 -1.593 0.949
N 0.398 -0.665 0.884
C 0.786 0.597 0.594
C 2.124 0.936 0.378
C 2.483 2.309 0.115
C 1.550 3.275 0.083
C 0.156 2.963 0.290
C -0.850 3.939 0.257
C -2.165 3.594 0.437
C -2.442 2.223 0.642
N -1.519 1.290 0.688
C -0.230 1.643 0.526
C -3.246 4.604 0.409
C -3.122 5.952 0.235
C -4.369 6.636 0.265
C -5.415 5.787 0.462
S -4.895 4.172 0.606
C 3.082 -0.089 0.433
H 6.629 -4.371 0.653
H 4.479 -5.709 1.353
H 2.366 -4.149 1.421
H 0.969 -2.591 1.185
H 3.528 2.548 -0.045
H 1.829 4.305 -0.106
H -0.568 4.971 0.082
H -3.469 1.882 0.752
H -2.173 6.451 0.091
H -4.479 7.705 0.147
H -6.465 6.025 0.526
H 4.124 0.160 0.258
Cl -5.220 -1.325 0.429
C 0.231 -3.691 -3.038
N 0.080 -4.200 -1.691
C -1.066 -4.204 -0.993
N -2.161 -3.777 -1.648
S -1.136 -4.642 0.642
H 1.291 -3.599 -3.256
H -0.217 -2.700 -3.128
H -0.214 -4.355 -3.783
H 0.886 -4.540 -1.192
H -2.180 -3.643 -2.642
H -3.031 -3.742 -1.142

=====

(3)
A structure of composition C51H88BaN3O15 at a distorted geometry. Source: OMol25; level of theory: ωB97M-V/def2-TZVPD.

The total charge is +1. The value obtained for the total energy is -3313.96420 hartree.

Element x y z (Å)
Ba 5.452 -2.778 0.189
C 2.968 1.352 0.142
C 2.057 0.363 0.805
C 0.677 0.963 0.927
C -0.005 1.066 -0.402
C -0.150 -0.342 -0.964
C 1.213 -0.979 -1.096
N 1.905 -0.879 0.107
O 2.943 -1.779 0.204
C 1.943 -0.365 -2.254
C 0.915 -2.403 -1.445
C 2.516 0.108 2.155
H 3.923 0.876 -0.123
H 3.106 2.291 0.676
H 2.573 1.648 -0.840
H 0.721 2.000 1.278
H 0.149 0.411 1.711
H 0.586 1.737 -1.038
H -0.962 1.604 -0.334
H -0.654 -0.280 -1.938
H -0.757 -0.915 -0.259
H 3.005 -0.562 -2.208
H 1.659 0.679 -2.331
H 1.484 -0.740 -3.185
H 0.207 -2.452 -2.276
H 0.438 -2.874 -0.584
H 1.825 -2.915 -1.763
H 1.769 -0.394 2.766
H 2.922 0.982 2.683
H 3.399 -0.548 2.114
C -1.586 -4.299 -5.341
C -2.677 -4.175 -4.488
C -3.944 -4.628 -4.849
C -4.115 -5.119 -6.136
C -3.078 -5.144 -7.053
C -1.810 -4.706 -6.663
N -5.456 -5.483 -6.567
O -5.569 -5.982 -7.660
O -6.355 -5.258 -5.808
H -0.597 -4.021 -5.001
H -2.570 -3.819 -3.465
H -4.808 -4.560 -4.211
H -3.278 -5.484 -8.064
H -0.972 -4.833 -7.341
C -4.692 -0.512 2.794
C -5.446 -1.657 3.087
C -5.041 -2.910 2.659
C -3.854 -2.983 1.945
C -3.024 -1.888 1.728
C -3.450 -0.640 2.172
N -3.427 -4.261 1.442
O -2.514 -4.263 0.683
O -4.002 -5.204 1.802
H -5.027 0.466 3.109
H -6.353 -1.545 3.670
H -5.692 -3.751 2.845
H -2.048 -2.057 1.290
H -2.896 0.260 1.911
C -2.238 5.556 -2.503
C -2.689 4.342 -1.707
O -3.156 4.439 -0.590
C -2.724 3.037 -2.463
H -1.564 6.193 -1.948
H -3.141 6.130 -2.737
H -1.815 5.217 -3.446
H -3.668 3.106 -3.026
H -2.812 2.181 -1.795
H -1.893 2.879 -3.143
C -0.919 4.033 3.228
C -1.035 3.894 4.721
O -1.520 4.765 5.369
C -0.834 2.539 5.364
H -0.963 5.081 2.970
H -1.737 3.470 2.766
H -0.018 3.631 2.757
H -0.003 1.949 4.958
H -1.729 1.904 5.316
H -0.690 2.667 6.441
C -0.609 -2.581 6.154
C 0.167 -3.022 4.959
O 0.941 -3.950 5.036
C -0.120 -2.389 3.619
H -0.350 -3.247 6.969
H -1.681 -2.464 5.996
H -0.291 -1.557 6.418
H -0.590 -3.214 3.081
H 0.796 -2.085 3.123
H -0.725 -1.487 3.691
C -2.235 -0.409 -5.117
C -1.519 0.115 -6.360
O -2.091 0.829 -7.137
C -0.042 -0.191 -6.494
H -2.797 -1.303 -5.397
H -2.922 0.345 -4.753
H -1.512 -0.679 -4.345
H 0.049 -1.146 -7.032
H 0.377 -0.350 -5.504
H 0.490 0.559 -7.066
C 3.518 0.899 7.516
C 4.038 1.433 6.185
O 4.867 0.866 5.554
C 3.542 2.727 5.640
H 2.494 0.541 7.329
H 3.453 1.732 8.223
H 4.145 0.100 7.873
H 4.389 3.078 5.040
H 3.388 3.515 6.372
H 2.704 2.540 4.981
C 6.850 1.894 0.430
C 6.270 0.968 1.457
O 5.959 -0.179 1.168
C 6.123 1.483 2.864
H 6.901 1.432 -0.547
H 7.855 2.227 0.723
H 6.278 2.833 0.475
H 5.067 1.579 3.076
H 6.615 2.447 2.919
H 6.639 0.763 3.492
C 1.614 6.235 2.452
C 2.159 5.545 1.237
O 3.233 5.101 1.237
C 1.327 5.541 -0.006
H 1.932 5.655 3.314
H 0.552 6.386 2.467
H 2.122 7.205 2.430
H 1.913 5.894 -0.842
H 0.516 6.253 0.191
H 0.838 4.586 -0.186
C 2.915 -5.723 3.006
C 2.803 -5.221 1.598
O 3.775 -4.888 0.982
C 1.483 -5.272 0.923
H 2.090 -5.427 3.639
H 3.833 -5.288 3.427
H 3.127 -6.794 2.949
H 0.651 -5.372 1.614
H 1.431 -6.098 0.208
H 1.335 -4.354 0.343
C 1.154 2.690 -4.011
C 1.130 4.160 -4.167
O 1.045 4.890 -3.273
C 1.345 4.715 -5.546
H 0.456 2.233 -4.720
H 0.761 2.443 -3.025
H 2.129 2.233 -4.156
H 0.960 5.732 -5.545
H 0.848 4.126 -6.314
H 2.417 4.773 -5.743
C -3.539 -1.304 -1.469
C -4.660 -1.939 -2.303
O -4.624 -1.987 -3.535
C -5.746 -2.658 -1.546
H -4.123 -0.621 -0.840
H -2.758 -0.864 -2.060
H -3.140 -2.202 -0.976
H -6.259 -3.362 -2.193
H -6.529 -1.948 -1.245
H -5.342 -3.162 -0.666

=====

(4)
A structure of composition C24H40AsBF6LiN6. Source: OMol25; level of theory: ωB97M-V/def2-TZVPD.

The spin multiplicity is 2. The total charge is 0. Its energy above the lowest of the compared OMol25 structures with the same formula, charge and spin is 0.0 kJ/mol. Its expectation value of S² is 0.760.

Element x y z (Å)
Li -1.401 -0.061 -0.107
C 1.232 4.342 1.131
C 0.476 3.501 0.157
C -0.192 3.883 -0.976
C -0.744 2.699 -1.506
N -0.438 1.666 -0.734
N 0.315 2.162 0.296
B 1.088 1.248 1.226
N 2.037 0.304 0.293
N 1.575 -0.555 -0.527
C 2.678 -1.196 -1.138
C 3.842 -0.657 -0.636
C 3.447 0.299 0.282
C 4.244 1.192 1.140
C 2.414 -2.263 -2.138
C 3.729 -2.824 -2.674
C 1.583 -1.658 -3.281
C 1.596 -3.371 -1.453
N 0.304 0.319 2.129
N -0.443 -0.706 1.617
C -0.733 -1.506 2.634
C -0.206 -0.979 3.831
C 0.453 0.167 3.468
C 1.197 1.135 4.326
C -1.461 -2.824 2.506
C -0.535 -3.918 3.059
C -1.799 -3.157 1.058
C -2.747 -2.785 3.339
C -1.531 2.600 -2.791
C -1.913 1.163 -3.122
C -2.800 3.453 -2.683
C -0.646 3.150 -3.920
H 1.111 5.392 0.870
H 2.300 4.116 1.129
H 0.867 4.200 2.148
H -0.286 4.885 -1.360
H 1.843 1.897 1.882
H 4.855 -0.920 -0.888
H 5.306 1.026 0.979
H 4.001 1.023 2.192
H 3.999 2.235 0.931
H 4.320 -2.052 -3.170
H 3.522 -3.606 -3.405
H 4.330 -3.265 -1.876
H 2.118 -0.847 -3.778
H 0.634 -1.274 -2.912
H 1.374 -2.436 -4.017
H 2.143 -3.812 -0.618
H 1.386 -4.156 -2.181
H 0.648 -2.985 -1.084
H -0.296 -1.381 4.826
H 1.071 0.860 5.372
H 0.825 2.152 4.195
H 2.266 1.145 4.107
H 0.394 -3.970 2.484
H -1.030 -4.889 2.996
H -0.276 -3.737 4.103
H -0.901 -3.150 0.436
H -2.526 -2.469 0.639
H -2.230 -4.160 1.010
H -2.529 -2.595 4.391
H -3.258 -3.748 3.269
H -3.423 -2.011 2.977
H -2.614 0.750 -2.402
H -1.028 0.525 -3.165
H -2.393 1.134 -4.103
H -3.445 3.092 -1.882
H -3.356 3.404 -3.621
H -2.555 4.499 -2.489
H 0.269 2.561 -4.021
H -0.361 4.187 -3.740
H -1.186 3.107 -4.869
F -2.961 -0.696 -0.756
As -4.424 0.079 -0.009
F -5.081 0.233 -1.592
F -3.576 1.588 -0.209
F -5.769 0.842 0.725
F -3.596 -0.102 1.513
F -5.101 -1.493 0.165

=====

(5)
The ion C3H9N4 with charge +1 at a distorted geometry. Source: OMol25; level of theory: ωB97M-V/def2-TZVPD.

The total charge is +1. Its energy above the lowest of the compared OMol25 structures with the same formula, charge and spin is 484.7 kJ/mol.

Element x y z (Å)
C -0.890 0.419 0.638
C -0.894 1.930 0.623
C 1.359 -1.669 -1.514
N 1.166 -0.509 0.618
N 0.261 0.070 1.348
N -0.811 -0.221 -0.641
N 0.810 -0.811 -0.532
H -1.899 0.123 1.193
H -0.772 2.385 1.578
H -1.839 2.332 0.340
H -0.058 2.224 0.064
H 1.840 -2.518 -0.909
H 2.182 -1.278 -2.240
H 0.425 -1.967 -2.006
H 0.466 0.522 2.290
H -1.346 -1.031 -0.851

=====

(6)
The molecule C18H19FN2O2S. Source: OMol25; level of theory: ωB97M-V/def2-TZVPD.

The total charge is 0. Its energy above the lowest of the compared OMol25 structures with the same formula, charge and spin is 16.9 kJ/mol.

Element x y z (Å)
C 4.942 5.984 -1.166
C 5.267 4.697 -0.422
H 6.155 4.215 -0.837
H 5.417 4.905 0.643
O 4.224 3.735 -0.563
C 3.178 3.849 0.269
O 3.096 4.696 1.128
C 2.147 2.818 0.022
C 2.268 1.864 -0.984
C 1.281 0.920 -1.187
C 0.145 0.912 -0.379
C 0.023 1.874 0.630
C 1.009 2.812 0.829
H 0.920 3.555 1.606
H -0.857 1.878 1.259
N -0.908 0.012 -0.504
C -1.106 -1.079 -1.300
N -2.342 -1.625 -1.175
H -2.918 -1.326 -0.401
C -2.699 -2.895 -1.761
H -3.788 -2.939 -1.826
H -2.274 -2.934 -2.766
C -2.165 -4.084 -0.941
C -2.619 -3.985 0.485
C -1.818 -3.411 1.465
C -2.267 -3.277 2.768
C -3.531 -3.718 3.119
C -4.352 -4.292 2.163
C -3.885 -4.410 0.868
F -4.699 -4.960 -0.064
H -5.341 -4.647 2.406
H -3.881 -3.619 4.135
H -1.625 -2.830 3.512
H -0.828 -3.072 1.197
H -1.076 -4.077 -0.986
H -2.533 -5.004 -1.395
S -0.005 -1.720 -2.348
H -1.677 0.226 0.122
H 1.391 0.191 -1.970
H 3.143 1.865 -1.614
H 5.781 6.670 -1.093
H 4.743 5.773 -2.214
H 4.064 6.453 -0.728